The following is a DFT calculation (ωB97M-V/def2-TZVPD) of C13H16BaNO5 as an isolated structure at a distorted geometry.

XYZ file:
```
36
C13H16BaNO5, DFT ωB97M-V/def2-TZVPD
Ba -1.914 0.577 0.545
O -1.329 -0.434 -3.516
O -1.032 -1.928 -0.786
O -0.549 4.842 -4.692
O -2.199 1.627 -1.737
O 0.267 2.705 -6.491
N -0.123 0.191 2.689
C -1.479 3.351 -3.220
C 0.558 0.973 3.205
C -2.175 -3.970 -0.923
C 2.381 1.443 4.901
C -0.404 2.511 -5.380
C 3.417 0.391 4.574
C 1.490 1.962 3.781
C -1.648 1.930 -2.773
C -0.874 3.599 -4.392
C -1.222 -3.151 -0.097
C -1.237 0.731 -3.877
C -0.634 1.160 -5.119
C 0.022 -3.907 0.453
H 1.768 0.921 5.635
H -0.301 0.370 -5.777
H 3.590 -0.205 5.470
H 4.383 0.842 4.344
H -2.602 -4.731 -0.269
H 0.953 2.824 4.178
H 0.714 -4.381 -0.243
H 2.259 2.296 3.084
H -1.825 -2.852 0.761
H 3.137 -0.324 3.801
H -3.054 -3.414 -1.247
H -1.793 4.178 -2.600
H -1.739 -4.407 -1.822
H 2.895 2.283 5.368
H 0.675 -3.302 1.082
H -0.373 -4.700 1.088
```

Kohn-Sham gap: 0.104 Ha
LUMO: 0.38 eV
net charge: -1
relative energy (zero: lowest compared OMol25 entry of this formula, charge and spin): 496.9 kJ/mol
max |F|: 7.4 eV/A

Results of the Löwdin charge analysis, in e, for atoms 1 through 8:
1 Ba 1.8121
2 O -0.0229
3 O -0.4426
4 O -0.1028
5 O -0.3648
6 O -0.1234
7 N 0.0135
8 C -0.0382